{
  "formula": "C13H14NO2PS",
  "method": "ωB97M-V/def2-TZVPD",
  "symbols": ["N", "C", "C", "C", "C", "C", "C", "C", "C", "C", "P", "S", "C", "O", "C", "C", "C", "O", "H", "H", "H", "H", "H", "H", "H", "H", "H", "H", "H", "H", "H", "H"],
  "positions_angstrom": [[-2.290672, -0.747099, 2.870100], [-1.061193, -0.493072, 3.638803], [0.211707, -0.519284, 2.802642], [0.526581, 0.796256, 2.036930], [0.142549, 0.756762, 0.582092], [-1.139064, 1.180439, 0.222376], [-1.586086, 1.097083, -1.086335], [-0.739321, 0.579321, -2.059295], [0.553916, 0.173335, -1.736199], [1.018284, 0.267025, -0.411733], [2.692601, -0.267852, 0.077519], [3.897966, 1.138125, 0.690205], [1.389230, -0.323408, -2.867144], [2.568091, -0.108732, -2.958073], [0.643430, -1.052370, -3.922585], [-0.596298, -0.669679, -4.212776], [-1.205194, 0.448096, -3.465354], [-2.007242, 1.194448, -3.952401], [-2.882824, 0.069443, 2.844573], [-2.057599, -0.999325, 1.920863], [-0.986838, -1.258104, 4.409830], [-1.120536, 0.461493, 4.160034], [0.105267, -1.327343, 2.074144], [1.060805, -0.771846, 3.429997], [1.578637, 1.029637, 2.138442], [-0.011422, 1.603731, 2.528485], [-1.797881, 1.582589, 0.972438], [-2.575419, 1.414830, -1.375590], [3.224937, -1.019271, -0.966790], [2.429390, -1.237234, 1.063602], [1.156388, -1.844884, -4.441976], [-1.142190, -1.153107, -5.006826]],
  "forces_ev_per_a": [[0.238, 0.254, 0.121], [-0.029, -0.219, 0.026], [-0.103, 0.147, -0.420], [-0.204, -0.298, 0.222], [0.036, -0.021, -0.074], [0.187, -0.098, -0.521], [0.416, -0.052, -0.049], [-0.004, 0.079, 0.311], [-0.009, 0.155, 0.585], [-0.406, -0.142, -0.237], [0.529, 0.677, 0.409], [-0.146, -0.130, -0.099], [-0.432, -0.006, -0.049], [0.691, -0.067, 0.064], [-0.247, 0.071, 0.134], [0.416, -0.561, -0.253], [0.313, -0.246, 0.316], [-0.762, 0.368, -0.309], [-0.072, -0.001, -0.099], [-0.128, -0.003, -0.115], [0.088, -0.098, 0.117], [-0.108, 0.104, 0.071], [0.138, -0.190, 0.026], [0.101, -0.027, 0.170], [0.238, 0.074, -0.032], [-0.069, 0.181, -0.034], [-0.058, 0.044, 0.239], [-0.107, 0.091, 0.010], [-0.292, -0.230, -0.028], [-0.133, -0.054, -0.118], [0.158, 0.004, -0.203], [-0.237, 0.194, -0.180]],
  "total_charge": 0,
  "multiplicity": 1,
  "e_lumo_ev": -1.30
}

***

{
  "formula": "C13H14S",
  "method": "ωB97M-V/def2-TZVPD",
  "symbols": ["C", "C", "C", "C", "C", "C", "C", "C", "C", "C", "C", "C", "C", "S", "H", "H", "H", "H", "H", "H", "H", "H", "H", "H", "H", "H", "H", "H"],
  "positions_angstrom": [[-2.890820, -0.679143, 0.820954], [-3.250586, 0.670527, 0.746877], [-1.634890, -1.075024, 0.311493], [-2.444813, 1.588999, 0.098877], [-0.831255, -0.195225, -0.270917], [-1.200178, 1.123037, -0.330398], [1.934439, 0.754847, 1.577500], [1.888375, 1.492715, 0.468559], [1.640572, -0.712999, 1.558006], [1.472527, -1.326215, 0.137689], [1.411693, 1.224323, -0.830767], [0.570226, -0.573622, -0.740289], [0.647881, -0.895692, -2.247458], [-0.058141, 2.219142, -1.221462], [-3.576207, -1.520006, 1.295387], [-4.186698, 1.131155, 1.118374], [-1.396312, -2.192941, 0.369568], [-2.716747, 2.549188, -0.029936], [2.139057, 1.286383, 2.560512], [2.211996, 2.552797, 0.555210], [2.373245, -1.343627, 2.022155], [0.712932, -0.740577, 2.091267], [2.377993, -1.329675, -0.537704], [0.978320, -2.272610, 0.147967], [1.869801, 1.234156, -1.795613], [0.749386, 0.045689, -2.792460], [-0.281343, -1.488679, -2.525721], [1.489540, -1.526922, -2.557675]],
  "forces_ev_per_a": [[-0.972, -1.410, 0.946], [-1.228, 0.120, 0.078], [-2.752, -3.516, 1.487], [2.215, -3.826, 0.356], [3.317, 0.630, -0.610], [-0.367, 2.263, -1.252], [0.633, 0.342, 0.064], [2.096, 2.635, 1.886], [-0.155, 0.043, -1.309], [0.393, 1.028, -0.513], [-4.133, -4.073, -1.176], [0.752, 5.256, -2.175], [-1.302, -1.239, 0.186], [-0.679, -0.504, 0.803], [1.428, 2.160, -0.970], [0.384, -1.031, -0.012], [-0.118, 1.741, -0.098], [-0.851, 3.143, -0.272], [-0.070, -0.957, -1.356], [-0.317, -0.507, 0.374], [0.440, 0.054, 0.817], [-0.754, -0.900, 0.480], [-0.292, -0.542, 1.532], [0.394, -1.410, 0.569], [1.565, -0.106, 0.118], [-0.656, -0.413, -0.325], [0.968, 0.918, -0.083], [0.060, 0.100, 0.454]],
  "total_charge": 0,
  "multiplicity": 1,
  "e_lumo_ev": 0.82
}

***

{
  "formula": "C13H15Cl2N7O2",
  "method": "ωB97M-V/def2-TZVPD",
  "symbols": ["C", "C", "C", "N", "C", "O", "N", "N", "C", "O", "C", "N", "N", "N", "C", "C", "C", "C", "C", "C", "Cl", "C", "Cl", "N", "H", "H", "H", "H", "H", "H", "H", "H", "H", "H", "H", "H", "H", "H", "H"],
  "positions_angstrom": [[-5.293920, -1.357760, -2.869394], [-5.429171, -0.552763, -1.580749], [-6.612722, 0.410205, -1.643763], [-4.197003, 0.176322, -1.332222], [-3.578565, 0.164271, -0.134904], [-3.885249, -0.532824, 0.812135], [-2.543116, 1.093840, -0.020315], [-1.728057, 0.913463, 1.108300], [-0.386622, 0.922360, 0.967970], [0.167549, 1.239442, -0.060332], [0.353913, 0.576257, 2.269544], [1.754233, 0.781213, 2.093820], [2.374222, 1.880613, 2.446344], [3.599390, 1.752435, 2.097972], [3.717660, 0.542949, 1.512471], [4.921248, -0.035606, 0.947104], [4.792386, -1.201239, 0.190187], [5.896471, -1.800096, -0.379776], [7.153823, -1.246219, -0.204317], [7.295761, -0.091543, 0.547320], [8.862756, 0.586263, 0.764027], [6.188818, 0.525736, 1.129321], [6.412556, 1.947072, 2.062908], [2.541629, -0.085583, 1.507749], [-4.437996, -2.025080, -2.811846], [-5.161986, -0.692619, -3.720588], [-6.187612, -1.953045, -3.031805], [-5.548634, -1.228049, -0.728000], [-6.496250, 1.102610, -2.475502], [-7.536917, -0.143484, -1.781543], [-6.684019, 0.980108, -0.720770], [-3.924798, 0.861214, -2.019548], [-1.977894, 1.340123, -0.827334], [-2.228952, 0.410720, 1.835546], [0.012706, 1.227413, 3.076484], [0.178137, -0.473289, 2.519786], [3.804930, -1.615121, 0.062452], [5.784145, -2.699616, -0.964503], [8.027149, -1.700693, -0.644232]],
  "forces_ev_per_a": [[-0.005, 0.004, 0.322], [-0.177, -0.114, -0.084], [0.180, -0.216, 0.174], [-0.019, 0.020, -0.261], [0.443, 0.343, -0.017], [-0.156, -0.250, 0.314], [0.357, 0.201, -0.010], [-0.613, -0.206, 0.038], [-0.206, 0.033, 0.268], [0.135, 0.016, -0.176], [-0.433, 0.017, -0.240], [0.638, -0.197, -0.035], [-0.865, 0.612, 0.452], [0.434, 0.239, -0.110], [-1.048, -0.061, 0.273], [0.452, -0.228, -0.239], [0.068, 0.144, 0.076], [0.040, 0.026, 0.029], [-0.051, 0.082, 0.066], [-0.121, -0.038, -0.014], [0.245, -0.037, -0.062], [-0.078, -0.128, -0.067], [0.330, 0.072, 0.052], [0.343, -0.389, -0.241], [0.069, -0.064, -0.027], [0.006, 0.064, -0.139], [-0.111, -0.059, -0.089], [0.022, 0.104, -0.150], [-0.012, 0.090, -0.106], [-0.147, -0.022, -0.049], [-0.040, 0.073, 0.065], [0.047, 0.030, 0.083], [-0.057, -0.121, 0.128], [0.207, 0.082, -0.093], [0.063, -0.126, -0.061], [0.043, 0.158, 0.050], [-0.064, -0.057, -0.042], [-0.010, -0.079, -0.055], [0.092, -0.015, -0.026]],
  "total_charge": 0,
  "multiplicity": 1,
  "e_lumo_ev": 0.46
}

***

{
  "formula": "C13H15ClN4O",
  "method": "ωB97M-V/def2-TZVPD",
  "symbols": ["Cl", "C", "C", "N", "C", "O", "C", "N", "C", "C", "N", "C", "C", "C", "C", "C", "N", "C", "C", "H", "H", "H", "H", "H", "H", "H", "H", "H", "H", "H", "H", "H", "H", "H"],
  "positions_angstrom": [[2.907117, -6.388895, 0.712096], [2.316332, -4.899969, -0.019592], [2.188345, -4.738349, -1.410799], [1.740220, -3.585330, -2.006978], [1.369571, -2.613525, -1.176309], [0.931348, -1.356580, -1.493923], [0.748501, -0.755576, -0.290009], [0.271339, 0.564531, -0.201596], [-0.032866, 1.348432, -1.439813], [-1.525100, 1.809150, -1.455597], [-1.874306, 2.549876, -0.238828], [-2.532499, 1.813531, 0.778687], [-1.595749, 0.790331, 1.338921], [-0.094545, 1.130241, 1.107263], [0.161139, 2.694577, 1.143093], [-0.866577, 3.484516, 0.324655], [0.939911, -1.524904, 0.772449], [1.392976, -2.693217, 0.190446], [1.911878, -3.844327, 0.797776], [2.453381, -5.541456, -2.125820], [0.636958, 2.184203, -1.511445], [0.155805, 0.739686, -2.341086], [-2.176030, 0.963419, -1.591613], [-1.658778, 2.497110, -2.316404], [-2.882325, 2.478508, 1.553655], [-3.394064, 1.356913, 0.316556], [-1.785471, -0.212375, 0.946193], [-1.827250, 0.691884, 2.370578], [0.498240, 0.725479, 1.953154], [1.140759, 2.872581, 0.807429], [0.122710, 3.054332, 2.169342], [-1.363602, 4.266163, 0.920882], [-0.309415, 3.995161, -0.461991], [2.032047, -3.856123, 1.878632]],
  "forces_ev_per_a": [[-0.187, 0.644, -0.518], [-0.494, 0.625, -0.299], [-0.196, 0.511, -0.840], [-0.009, 0.001, 0.987], [0.733, -1.904, -0.639], [-0.013, 0.755, -0.721], [-1.456, 1.446, 2.157], [1.429, -1.602, -1.637], [-0.878, -1.289, 0.190], [1.532, 1.448, 0.411], [-0.019, 2.136, -1.113], [0.080, -0.275, -0.629], [0.644, -0.985, 0.538], [-0.683, 0.865, 0.611], [-1.273, -1.146, 0.651], [-0.227, -0.953, -0.796], [0.221, 0.941, -1.217], [0.507, -0.986, 1.548], [-0.031, 0.302, 0.099], [-0.124, 0.548, 0.694], [0.269, 0.585, 0.123], [-0.001, 0.026, 0.576], [-0.333, -0.337, 0.118], [0.115, -0.450, 0.215], [-0.143, 0.403, 0.202], [-0.512, -0.277, 0.115], [0.131, 0.095, -0.203], [0.165, -0.154, 1.300], [-0.133, -0.254, -1.031], [1.407, 0.230, -0.493], [0.043, -0.375, 0.273], [-0.012, -0.418, -0.175], [-0.433, 0.057, -0.293], [-0.116, -0.214, -0.201]],
  "total_charge": 0,
  "multiplicity": 1,
  "e_lumo_ev": 0.69
}

***

{
  "formula": "C13H15FMoN2O7SSe",
  "method": "ωB97M-V/def2-TZVPD",
  "symbols": ["Mo", "N", "C", "C", "C", "C", "C", "N", "H", "H", "H", "H", "H", "H", "F", "C", "C", "C", "C", "C", "C", "C", "H", "H", "H", "H", "H", "H", "C", "S", "O", "O", "O", "H", "H", "H", "O", "Se", "O", "O", "O"],
  "positions_angstrom": [[0.016767, 0.349559, -0.259585], [0.320855, -1.302682, -3.166444], [-0.488085, -1.994778, -2.316599], [-1.012955, -3.242714, -2.687632], [-1.847649, -3.912595, -1.834982], [-2.189324, -3.335405, -0.605044], [-1.647462, -2.128510, -0.284305], [-0.772931, -1.471189, -1.104003], [0.413693, -1.677376, -4.097889], [0.317752, -0.295569, -3.127709], [-0.762358, -3.643206, -3.660235], [-2.258375, -4.871374, -2.121435], [-2.865507, -3.820194, 0.082669], [-1.876078, -1.643027, 0.653302], [3.869386, 3.067949, 2.844664], [3.350530, 2.154282, 2.077983], [2.836424, 1.000426, 2.688810], [2.261828, 0.058791, 1.895659], [2.213975, 0.226956, 0.464355], [1.809900, -0.867937, -0.360919], [2.805781, 1.415187, -0.100335], [3.344574, 2.379037, 0.693964], [2.891763, 0.905733, 3.764084], [1.841460, -0.839206, 2.330859], [1.642041, -1.827617, 0.118351], [2.139225, -0.926577, -1.389695], [2.815119, 1.525598, -1.176804], [3.785862, 3.283659, 0.299545], [-2.370432, 1.845334, 2.555978], [-0.696792, 1.403309, 2.267887], [0.035237, 1.531827, 3.472422], [-0.151610, 2.138574, 1.069827], [-0.716104, -0.013839, 1.676024], [-2.381974, 2.886874, 2.874499], [-2.712209, 1.212560, 3.374530], [-2.963840, 1.677454, 1.663349], [-2.109941, 0.953269, -0.596345], [-2.309793, 2.345256, -1.440935], [-2.970112, 1.868530, -2.994465], [0.360369, 1.314342, -1.581812], [-3.969016, 2.269309, -1.961609]],
  "forces_ev_per_a": [[0.082, 1.339, -0.495], [0.064, 0.005, 0.042], [-0.157, 0.037, -0.028], [0.023, 0.022, 0.017], [0.000, -0.003, -0.009], [-0.010, 0.021, 0.026], [0.060, -0.059, -0.021], [0.062, 0.034, -0.002], [0.014, -0.005, 0.008], [0.031, -0.021, -0.005], [0.002, -0.009, 0.001], [0.005, -0.004, -0.003], [-0.005, -0.003, -0.005], [-0.018, -0.027, 0.000], [-0.007, -0.015, -0.026], [-0.027, 0.008, 0.004], [0.017, 0.001, 0.001], [0.068, 0.040, 0.002], [-0.112, 0.051, 0.016], [-0.220, -0.200, -0.079], [0.017, 0.000, -0.046], [0.027, -0.040, 0.026], [-0.009, -0.020, 0.000], [0.012, -0.001, 0.011], [0.047, 0.001, -0.002], [0.071, -0.025, -0.015], [0.036, 0.012, 0.001], [0.010, -0.003, -0.002], [0.077, 0.012, 0.041], [-0.123, -0.114, -0.169], [0.025, -0.008, 0.000], [0.050, -0.139, -0.092], [-0.044, -0.022, -0.012], [0.016, 0.014, -0.025], [-0.001, 0.001, -0.002], [0.015, -0.018, -0.010], [0.305, -0.257, 0.023], [0.053, 0.150, 0.052], [0.083, -0.086, -0.149], [-0.262, -0.694, 0.882], [-0.278, 0.025, 0.045]],
  "total_charge": 2,
  "multiplicity": 1,
  "e_lumo_ev": -8.54
}

***

{
  "formula": "C13H15N3O2",
  "method": "ωB97M-V/def2-TZVPD",
  "symbols": ["N", "N", "C", "O", "C", "C", "C", "C", "C", "N", "C", "C", "C", "C", "C", "C", "C", "O", "H", "H", "H", "H", "H", "H", "H", "H", "H", "H", "H", "H", "H", "H", "H"],
  "positions_angstrom": [[-3.648782, -0.032497, 1.126502], [-2.213499, 0.113858, 0.972618], [-1.512251, 1.226077, 0.372944], [-2.226960, 1.762712, -0.454649], [-0.109252, 1.637864, 0.888926], [0.039517, 2.370503, 2.107104], [1.400886, 2.512258, 2.618589], [2.459112, 2.093477, 1.917088], [2.353360, 1.308633, 0.646175], [0.998062, 1.124613, 0.188412], [0.951288, 0.495444, -1.167843], [0.432994, -0.861942, -1.337645], [0.106978, -1.170051, -2.738651], [-0.397252, -2.433067, -3.190356], [-0.736461, -3.298893, -2.191559], [-0.366936, -3.053329, -0.811009], [0.186760, -1.809570, -0.394862], [0.415927, -1.679142, 0.955039], [-4.037727, 0.930464, 0.683508], [-3.970708, -0.042402, 2.123199], [-1.583148, -0.561636, 1.415255], [-0.816863, 2.704145, 2.686660], [1.380281, 3.098648, 3.490343], [3.408908, 2.211196, 2.404236], [2.714965, 0.326115, 0.813459], [2.916361, 1.780225, -0.210852], [0.465828, 1.142426, -1.874110], [1.998674, 0.452956, -1.660192], [0.499819, -0.568864, -3.617070], [-0.356735, -2.815335, -4.229870], [-1.077437, -4.269053, -2.426011], [-0.570751, -3.845380, -0.162236], [0.895044, -0.850454, 1.056859]],
  "forces_ev_per_a": [[-0.583, 2.921, -1.654], [2.981, 0.595, 1.437], [-3.829, -1.791, 0.554], [1.440, 1.747, -0.279], [-0.009, 0.436, 1.685], [-0.215, -2.478, -3.287], [-1.282, 0.092, -1.966], [-0.461, 0.124, 1.168], [0.300, 1.391, -0.457], [-1.408, -0.242, -0.479], [1.959, 1.340, -0.050], [-1.625, -0.456, -3.596], [1.067, -1.373, -0.859], [1.085, 1.947, 0.703], [1.480, 0.076, 3.255], [-0.624, 1.473, -3.154], [-1.107, -2.688, 0.139], [0.176, 0.249, -0.453], [1.126, -2.953, 1.189], [1.135, 0.351, -0.864], [-1.021, 0.109, 0.169], [0.112, -0.197, -0.343], [0.984, 0.406, 1.245], [0.564, -0.005, -0.335], [1.235, -1.063, 0.027], [-0.056, -0.364, 0.946], [-0.713, 0.495, -0.036], [-1.110, 0.411, 1.473], [-0.570, 0.023, 1.634], [-0.384, 0.935, 0.632], [-0.519, -0.975, -0.144], [-0.162, -0.784, 1.343], [0.034, 0.250, 0.358]],
  "total_charge": 0,
  "multiplicity": 1,
  "e_lumo_ev": 0.44
}

***

no.,calculated total energy (eV)
1,-39416.532
2,-24540.676
3,-53294.662
4,-34254.107
5,-111772.694
6,-22285.271